(1)
The following is a quantum chemistry calculation of a 2-piece molecular cluster, C37H49BN6O6 overall in a non-equilibrium geometry, from the OMol25 dataset.

Atoms and positions in Å:
C 0.242 4.238 -2.193
C -1.263 4.530 -2.207
C -1.357 6.035 -1.924
C -1.883 4.248 -3.574
C -2.023 3.693 -1.136
C -2.472 4.350 0.011
C -3.282 3.738 0.970
C -3.594 2.408 0.873
C -2.977 1.578 -0.144
C -3.919 0.365 -0.493
C -3.393 -0.593 -1.549
C -5.250 0.922 -1.010
C -4.222 -0.470 0.762
C -2.199 2.284 -1.207
N -1.127 1.437 -1.671
C -0.490 0.751 -0.671
B -1.337 1.229 0.545
H 0.661 -3.012 2.300
N 0.592 0.116 -1.210
C 1.665 -0.720 -0.659
C 1.851 -2.069 -1.101
C 0.918 -2.928 -2.013
C 1.116 -4.438 -1.769
C 1.278 -2.723 -3.485
C -0.557 -2.647 -1.767
C 3.034 -2.713 -0.744
C 3.811 -2.262 0.305
C 3.564 -0.995 0.801
C 2.705 -0.132 0.100
C 3.036 1.386 0.177
C 2.152 2.024 1.237
C 2.876 2.110 -1.158
C 4.501 1.606 0.574
C 0.580 0.384 -2.601
C -0.479 1.182 -2.866
H 0.503 3.320 -2.723
H 0.779 5.054 -2.702
H 0.620 4.188 -1.162
H -2.394 6.370 -1.832
H -0.807 6.300 -1.012
H -0.896 6.588 -2.749
H -2.903 4.651 -3.590
H -1.294 4.739 -4.358
H -1.935 3.175 -3.786
H -2.203 5.392 0.180
H -3.728 4.360 1.749
H -4.364 2.006 1.538
H -4.155 -1.376 -1.691
H -2.479 -1.105 -1.232
H -3.255 -0.110 -2.520
H -5.756 1.519 -0.243
H -5.088 1.535 -1.901
H -5.914 0.093 -1.278
H -4.934 0.040 1.418
H -4.697 -1.411 0.456
H -3.317 -0.714 1.326
H -0.926 2.160 1.172
H -1.468 0.134 1.013
H 1.017 -4.715 -0.714
H 0.356 -4.994 -2.332
H 2.087 -4.788 -2.136
H 1.078 -1.707 -3.829
H 2.341 -2.940 -3.641
H 0.689 -3.412 -4.105
H -0.834 -1.660 -2.134
H -1.169 -3.388 -2.307
H -0.791 -2.727 -0.694
H 3.336 -3.626 -1.250
H 4.609 -2.885 0.704
H 4.118 -0.639 1.666
H 2.361 1.583 2.218
H 2.329 3.107 1.290
H 1.096 1.844 1.012
H 3.475 1.623 -1.939
H 1.836 2.153 -1.479
H 3.229 3.148 -1.057
H 5.170 1.090 -0.122
H 4.743 2.675 0.533
H 4.712 1.268 1.592
H 1.400 0.079 -3.227
H -0.833 1.548 -3.826
O 0.156 -4.290 7.722
N 0.501 -4.906 6.704
O 0.535 -6.153 6.647
C 0.895 -4.200 5.501
C 1.287 -4.968 4.386
C 1.752 -4.387 3.235
N 1.954 -5.153 1.996
O 0.935 -5.722 1.542
O 3.067 -5.184 1.432
C 1.489 -2.929 2.948
C 1.161 -2.190 4.177
N 1.039 -0.827 4.276
O 1.112 0.074 3.461
O 0.681 -0.595 5.606
N 0.570 -1.791 6.335
C 0.872 -2.756 5.402
H 1.174 -6.045 4.425
H 2.321 -2.438 2.407

The LUMO energy comes out at -2.382 eV. As for the net charge: 0. For the orbital gap, the calculation gives 3.6270 eV. The calculation puts the HOMO energy at -6.0 eV.

---

(2)
The following is a quantum chemistry calculation of a 2-piece molecular cluster, C3H9NO overall in a non-equilibrium geometry, from the OMol25 dataset.

Atoms and positions in Å:
O 1.710 -3.669 -3.365
C 2.630 -3.850 -2.539
H 3.675 -3.862 -3.043
H 2.398 -3.882 -1.533
C -1.762 1.307 1.040
C -1.714 2.404 2.313
N -0.634 3.279 2.180
H -2.048 0.285 1.383
H -2.550 1.707 0.417
H -0.865 1.195 0.420
H -2.753 2.924 2.273
H -1.725 1.990 3.341
H 0.401 2.977 2.228
H -0.690 3.901 1.288

The LUMO energy (spin up / spin down) comes out at -3.844 / -8.832 eV. As for the net charge: +1. For the orbital gap (spin up / spin down), the calculation gives 8.1118 / 3.1243 eV. The calculation puts the HOMO energy (spin up / spin down) at -12.0 / -12.0 eV. Its multiplicity is 2.

---

(3)
The following is a quantum chemistry calculation of C24H19N2O5PPtS as an isolated structure in a non-equilibrium geometry, from the OMol25 dataset.

Atoms and positions in Å:
Pt 0.679 -0.512 -2.080
O 2.670 0.686 -1.860
S 3.494 -0.491 -1.476
O 4.869 -0.471 -1.879
O 2.758 -1.714 -1.859
C 3.448 -0.498 0.288
C 4.616 -0.236 0.988
C 4.603 -0.261 2.374
C 3.428 -0.551 3.053
C 2.262 -0.803 2.346
C 2.253 -0.772 0.955
P 0.673 -1.107 0.090
C -0.515 -0.034 0.925
C -0.104 1.228 1.355
C -1.034 2.130 1.847
C -2.377 1.781 1.907
C -2.791 0.533 1.464
C -1.867 -0.370 0.962
C 0.306 -2.818 0.511
C 0.741 -3.803 -0.374
C 0.550 -5.141 -0.063
C -0.078 -5.496 1.122
C -0.514 -4.515 2.003
C -0.326 -3.176 1.700
H 5.520 -0.032 0.432
H 5.513 -0.061 2.925
H 3.418 -0.585 4.134
H 1.347 -1.017 2.886
H 0.940 1.509 1.295
H -0.712 3.110 2.174
H -3.102 2.486 2.293
H -3.840 0.268 1.488
H -2.199 -1.324 0.574
H 1.236 -3.516 -1.293
H 0.888 -5.906 -0.750
H -0.231 -6.541 1.360
H -1.006 -4.792 2.926
H -0.673 -2.415 2.389
O -1.416 -0.855 -1.983
N -2.090 0.251 -1.993
N -1.523 1.177 -2.636
O -0.386 1.002 -3.232
C -2.082 2.503 -2.575
C -1.211 3.575 -2.573
C -1.737 4.855 -2.485
C -3.110 5.048 -2.405
C -3.965 3.953 -2.412
C -3.454 2.668 -2.500
H -0.147 3.396 -2.645
H -1.068 5.706 -2.479
H -3.514 6.049 -2.346
H -5.036 4.098 -2.361
H -4.102 1.803 -2.506

The LUMO energy comes out at -0.830 eV. As for the net charge: 0. For the orbital gap, the calculation gives 7.1095 eV. The calculation puts the HOMO energy at -7.9 eV.

---

(4)
The following is a quantum chemistry calculation of a 2-piece molecular cluster, C6H11N overall in a non-equilibrium geometry, from the OMol25 dataset.

Atoms and positions in Å:
C 2.141 0.068 -0.389
C 0.873 -0.561 0.165
C -0.385 0.247 -0.022
C -1.546 -0.243 0.825
C -0.532 1.321 -0.792
C -1.220 0.228 2.176
N -0.808 0.667 3.164
H 2.045 0.269 -1.461
H 2.992 -0.604 -0.247
H 2.360 1.011 0.122
H 1.001 -0.770 1.236
H 0.701 -1.541 -0.306
H -1.632 -1.338 0.823
H -2.505 0.170 0.497
H -1.306 -1.636 -1.769
H -1.505 1.796 -0.899
H 0.293 1.763 -1.339
H -1.061 -0.964 -1.972

The LUMO energy comes out at 0.971 eV. As for the net charge: 0. For the orbital gap, the calculation gives 10.9357 eV. The calculation puts the HOMO energy at -10.0 eV. Its SMILES is C=C(CC)CC#N.[H][H].

---

(5)
The following is a quantum chemistry calculation of C52H46ClKN7O as an isolated structure, from the OMol25 dataset.

Atoms and positions in Å:
K -0.106 -0.356 -1.672
C -0.324 -2.707 -6.070
C 0.121 -1.941 -4.974
N 0.039 -2.340 -3.729
C -0.496 -3.560 -3.464
C -0.943 -4.421 -4.501
C -0.853 -3.940 -5.828
C -1.435 -5.710 -4.199
C -1.456 -6.119 -2.888
C -1.023 -5.283 -1.854
C -0.561 -3.983 -2.082
N -0.258 -3.096 -1.105
C 0.345 -3.478 0.028
C 1.297 -4.506 0.146
C 2.028 -4.713 1.316
C 1.841 -3.945 2.443
C 0.852 -2.940 2.417
C 0.572 -2.120 3.533
C -0.421 -1.185 3.466
C -1.146 -1.068 2.266
N -0.906 -1.794 1.204
C 0.083 -2.715 1.240
H -0.236 -2.309 -7.073
H 0.560 -0.961 -5.142
H -1.204 -4.573 -6.636
H -1.775 -6.353 -5.002
H -1.825 -7.107 -2.637
H -1.075 -5.635 -0.831
H 1.505 -5.120 -0.722
H 2.776 -5.500 1.324
H 2.421 -4.106 3.345
H 1.158 -2.252 4.438
H -0.654 -0.541 4.306
H -1.954 -0.342 2.188
Cl 2.460 2.313 -8.353
C 2.138 1.967 -6.665
C 3.198 1.572 -5.825
C 2.960 1.315 -4.509
C 1.653 1.425 -3.896
O 1.489 1.210 -2.678
C 0.579 1.790 -4.810
C -0.812 1.858 -4.466
N -1.402 1.475 -3.385
C -2.757 1.739 -3.235
C -3.437 2.767 -3.865
C -4.809 2.994 -3.656
C -5.527 2.231 -2.779
C -4.868 1.212 -2.053
C -5.520 0.446 -1.061
C -4.815 -0.473 -0.339
C -3.442 -0.647 -0.620
N -2.824 0.017 -1.562
C -3.492 0.953 -2.277
C 0.875 2.070 -6.164
H 4.195 1.475 -6.236
H 3.767 1.008 -3.854
H -1.426 2.237 -5.297
H -2.901 3.443 -4.519
H -5.292 3.803 -4.191
H -6.581 2.412 -2.603
H -6.576 0.616 -0.878
H -5.283 -1.062 0.439
H -2.833 -1.352 -0.059
H 0.064 2.360 -6.825
C 5.843 -0.682 3.369
C 4.700 0.312 3.579
C 4.051 0.021 4.940
C 5.282 1.732 3.579
C 3.638 0.199 2.491
C 3.709 -0.715 1.450
C 2.683 -0.751 0.513
N 1.616 0.026 0.565
C 1.519 0.895 1.570
C 2.517 1.024 2.527
C 0.255 1.683 1.645
C -0.191 2.214 2.851
C -1.404 2.892 2.920
C -2.115 3.030 1.735
C -1.596 2.473 0.571
N -0.458 1.804 0.526
C -1.899 3.422 4.263
C -2.036 2.246 5.241
C -3.257 4.113 4.141
C -0.888 4.435 4.816
H 6.576 -0.569 4.171
H 6.353 -0.508 2.420
H 5.481 -1.711 3.385
H 4.796 0.092 5.736
H 3.626 -0.984 4.951
H 3.250 0.729 5.160
H 6.046 1.824 4.354
H 4.512 2.481 3.771
H 5.738 1.960 2.614
H 4.531 -1.408 1.349
H 2.722 -1.459 -0.309
H 2.418 1.768 3.307
H 0.391 2.052 3.748
H -3.063 3.546 1.691
H -2.135 2.557 -0.369
H -2.744 1.509 4.857
H -2.396 2.600 6.210
H -1.080 1.745 5.397
H -4.019 3.431 3.759
H -3.204 4.979 3.479
H -3.580 4.458 5.125
H 0.093 3.984 4.967
H -1.233 4.823 5.778
H -0.771 5.274 4.128

The LUMO energy comes out at 1.966 eV. As for the net charge: -1. For the orbital gap, the calculation gives 5.4186 eV. The calculation puts the HOMO energy at -3.5 eV.

---

(6)
The following is a quantum chemistry calculation of the molecule C3H11N3S2 in a non-equilibrium geometry, from the OMol25 dataset.

Atoms and positions in Å:
C -1.273 1.098 -2.431
C 1.837 1.424 1.872
C -0.820 -2.080 1.181
N -1.517 -0.253 -1.832
N 1.644 0.698 0.644
N 0.029 -1.432 0.153
S -0.541 -1.532 -1.658
S 1.563 -1.024 0.500
H -1.978 1.313 -3.349
H -1.494 1.815 -1.772
H -0.242 1.133 -2.628
H 0.962 1.478 2.416
H 2.662 1.202 2.629
H 2.048 2.469 1.521
H -1.824 -2.039 0.956
H -0.539 -3.203 1.179
H -0.421 -1.643 2.229
H -2.559 -0.343 -1.724
H 2.463 0.919 0.116

The LUMO energy (spin up / spin down) comes out at 0.832 / -2.292 eV. As for the net charge: 0. For the orbital gap (spin up / spin down), the calculation gives 5.2453 / 6.0034 eV. The calculation puts the HOMO energy (spin up / spin down) at -4.4 / -8.3 eV. Its multiplicity is 3.

---

(7)
The following is a quantum chemistry calculation of the molecule C5H8 in a non-equilibrium geometry, from the OMol25 dataset.

Atoms and positions in Å:
C -0.623 1.730 -1.123
C 0.543 1.223 -1.403
C -0.438 0.299 -0.761
C 0.457 -1.489 0.993
C -0.229 -0.150 0.831
H -1.303 2.545 -1.130
H 1.524 1.350 -1.795
H -0.909 -0.498 -1.327
H -0.113 -2.275 0.494
H 0.517 -1.728 2.056
H 1.469 -1.472 0.589
H 0.334 0.649 1.311
H -1.229 -0.184 1.263

The LUMO energy comes out at 1.334 eV. As for the net charge: 0. For the orbital gap, the calculation gives 10.3835 eV. The calculation puts the HOMO energy at -9.0 eV. Its SMILES is CCC1C=C1.

---

(8)
The following is a quantum chemistry calculation of a 2-piece molecular cluster, C3H5Cl overall in a non-equilibrium geometry, from the OMol25 dataset.

Atoms and positions in Å:
C 0.193 0.807 1.454
C -0.937 -0.824 -1.694
C 0.899 -0.017 0.740
Cl -0.805 0.044 -3.095
H 0.634 1.582 2.060
H -0.957 0.859 1.597
H 1.962 0.183 0.801
H 0.389 -0.790 0.160
H -1.380 -1.844 -2.023

The LUMO energy comes out at -0.985 eV. As for the net charge: 0. For the orbital gap, the calculation gives 8.1434 eV. The calculation puts the HOMO energy at -9.1 eV.

---

(9)
The following is a quantum chemistry calculation of C14H26CuF6O7 as an isolated structure in a non-equilibrium geometry, from the OMol25 dataset.

Atoms and positions in Å:
Cu 0.431 -0.713 -0.367
C 1.184 -4.319 3.978
O -0.193 -4.091 3.957
O 1.632 -3.623 2.842
C 1.844 -3.929 5.388
F 1.907 -2.613 5.587
F 1.286 -4.366 6.506
F 3.086 -4.273 5.505
C -1.123 -5.102 4.490
C -2.439 -4.406 4.347
H -2.664 -4.316 3.284
H -3.249 -4.997 4.773
H -2.442 -3.421 4.813
H -0.975 -5.345 5.542
H -1.104 -6.034 3.925
H 1.198 -5.408 3.934
C -3.442 1.125 -3.550
O -2.351 1.959 -3.563
O -3.007 0.104 -2.699
C -4.828 1.881 -3.159
F -4.624 2.783 -2.188
F -5.504 2.471 -4.173
F -5.680 1.004 -2.569
C -2.362 3.039 -4.537
C -1.119 3.941 -4.337
H -0.135 3.489 -4.462
H -1.188 4.679 -5.136
H -1.118 4.430 -3.363
H -3.215 3.706 -4.411
H -2.357 2.671 -5.563
H -3.560 0.811 -4.587
C -0.789 1.649 1.824
O 0.487 1.640 1.134
C 1.143 2.864 1.284
C 2.588 2.686 0.653
O 2.441 1.800 -0.473
C 3.694 1.479 -1.049
C 3.606 0.653 -2.368
O 2.387 -0.092 -2.184
C 2.261 -1.255 -3.026
H -0.698 1.300 2.852
H -1.415 0.874 1.380
H -1.334 2.593 1.817
H 1.265 3.134 2.333
H 0.674 3.676 0.728
H 3.284 2.272 1.383
H 2.998 3.668 0.414
H 4.287 0.950 -0.303
H 4.316 2.350 -1.254
H 4.457 -0.019 -2.482
H 3.592 1.377 -3.182
H 2.348 -0.902 -4.054
H 1.420 -1.914 -2.807
H 3.102 -1.919 -2.828

The LUMO energy (spin up / spin down) comes out at -2.451 / -3.334 eV. As for the net charge: 0. For the orbital gap (spin up / spin down), the calculation gives 3.4670 / 2.6048 eV. The calculation puts the HOMO energy (spin up / spin down) at -5.9 / -5.9 eV. Its multiplicity is 2.

---

(10)
The following is a quantum chemistry calculation of the molecule C22H26N6O3S in a non-equilibrium geometry, from the OMol25 dataset.

Atoms and positions in Å:
C 2.632 -1.503 -0.287
C 2.171 -0.337 0.542
C 1.670 0.794 -0.094
C 1.264 1.903 0.623
C 1.364 1.902 2.002
C 1.859 0.785 2.645
C 2.258 -0.341 1.935
C 2.735 -1.535 2.719
H 3.208 -2.275 2.074
H 3.470 -1.211 3.459
C 1.565 -2.184 3.475
N 0.570 -2.751 2.594
C -0.586 -2.115 2.292
O -0.858 -1.017 2.726
C -1.534 -2.947 1.421
C -2.897 -2.258 1.286
C -2.810 -1.031 0.377
N -2.261 -1.429 -0.896
S -2.694 -0.625 -2.265
O -4.081 -0.294 -2.153
O -2.245 -1.411 -3.378
C -1.746 0.904 -2.274
C -2.126 1.951 -1.455
C -1.394 3.122 -1.466
C -0.285 3.229 -2.303
C 0.097 2.171 -3.123
C -0.645 1.004 -3.102
H -0.394 0.165 -3.731
H 0.962 2.254 -3.762
N 0.448 4.419 -2.288
C 1.352 4.928 -3.168
N 1.768 6.077 -2.713
N 1.132 6.274 -1.562
N 0.352 5.320 -1.295
H 1.653 4.470 -4.085
H -1.659 3.959 -0.839
H -3.001 1.846 -0.835
C -0.924 -1.953 -0.809
C -0.958 -3.231 0.027
H -1.602 -3.953 -0.476
H 0.046 -3.655 0.090
H -0.594 -2.167 -1.826
H -0.248 -1.217 -0.347
H -3.803 -0.626 0.186
H -2.181 -0.268 0.855
H -3.245 -1.943 2.270
H -3.612 -2.964 0.862
H -1.675 -3.902 1.944
H 0.757 -3.658 2.199
H 1.939 -2.973 4.135
H 1.052 -1.426 4.071
H 1.941 0.783 3.722
H 1.057 2.766 2.570
H 0.878 2.772 0.113
H 1.597 0.800 -1.174
H 3.708 -1.641 -0.182
H 2.414 -1.329 -1.338
H 2.140 -2.426 0.014

The LUMO energy comes out at -0.153 eV. As for the net charge: 0. For the orbital gap, the calculation gives 8.8868 eV. The calculation puts the HOMO energy at -9.0 eV. Its SMILES is Cc1ccccc1CCNC(=O)C1CCN(S(=O)(=O)c2ccc(-n3cnnn3)cc2)CC1.

---

(11)
The following is a quantum chemistry calculation of a 3-piece molecular cluster, C3H12N2O2 overall in a non-equilibrium geometry, from the OMol25 dataset.

Atoms and positions in Å:
C 1.431 -0.528 1.637
C 0.729 -0.020 0.368
C 0.925 1.176 -0.228
N 0.199 1.903 -1.211
N -0.327 -0.983 0.154
H 0.766 -0.701 2.491
H 2.227 -1.458 1.628
H 2.005 0.284 2.052
H 1.863 1.686 -0.179
H -0.121 1.274 -2.045
H 0.762 2.668 -1.559
H -0.766 -0.914 -0.773
H -0.309 -1.466 1.043
H -1.615 1.760 0.014
H -2.382 1.591 1.302
O -2.017 2.296 0.746
H -1.653 -2.484 -1.312
H -0.449 -3.293 -1.962
O -1.267 -2.790 -2.165

The LUMO energy comes out at 0.614 eV. As for the net charge: 0. For the orbital gap, the calculation gives 8.2821 eV. The calculation puts the HOMO energy at -7.7 eV. Its SMILES is C/C(N)=C/N.O.O.